# 1
Computed, not measured: C22H34BaClF5N3O4 as an isolated structure in a non-equilibrium geometry, with ωB97M-V/def2-TZVPD.

Properties
- Energy relative to the best compared isomer or geometry (same formula, charge and spin): 42.0 kJ/mol
- E_LUMO: 2.01 eV
- HOMO: -3.48 eV
- Frontier orbital gap: 0.202 Eh

Geometry as ORCA input:
```
! wB97M-V def2-TZVPD RIJCOSX def2/J DEFGRID3
* xyz -1 1
O 0.8115 -0.8602 -3.5111
C -0.2789 -0.1381 -3.4174
C -0.0540 1.3185 -3.8396
C 0.4866 2.2031 -2.9129
H 0.7634 1.8254 -1.9249
C 0.6470 3.5524 -3.2439
H 1.0377 4.2343 -2.4854
C 0.3281 3.9797 -4.5375
H 0.4380 5.0319 -4.7924
C -0.1778 3.0741 -5.4822
H -0.4247 3.4031 -6.4932
C -0.3542 1.7297 -5.1328
H -0.7039 0.9784 -5.8461
H -0.8363 -0.6252 -4.2397
C -1.8658 -1.7100 -2.1265
C -1.3220 -0.3229 -2.1618
H -2.7298 -1.8142 -2.8092
H -2.2045 -2.0423 -1.1304
H -1.0899 -2.4067 -2.4713
C -1.9097 0.7510 -1.6005
C -3.2956 0.8220 -1.0415
H -1.3987 1.7144 -1.5898
H -3.8907 1.5518 -1.6155
H -3.3283 1.1893 0.0003
H -3.8434 -0.1327 -1.0525
Ba -1.1725 -0.4704 1.0618
Cl -3.6172 0.0743 2.5342
C -1.0670 0.1447 4.2787
O -0.2988 -0.5187 3.5438
N -1.3352 -0.1414 5.5477
C -0.6854 -1.2527 6.2184
C -2.4321 0.5059 6.2443
H -1.6343 1.0080 3.8893
H 0.0515 -1.7004 5.5505
H -1.4398 -1.9930 6.5156
H -0.2008 -0.8714 7.1241
H -2.8522 1.2701 5.5830
H -2.0644 0.9613 7.1709
H -3.2130 -0.2239 6.4981
H 4.9559 1.1659 -1.6033
H 4.8581 1.5205 0.9093
C 3.8709 1.3359 -1.5911
C 3.7628 1.5295 0.8961
N 3.3043 0.8917 -0.3302
H 3.3933 0.7758 -2.4042
C 2.2672 0.0342 -0.3206
O 1.4514 -0.0529 0.6283
H 3.3756 0.9904 1.7649
H 2.1669 -0.6076 -1.2259
H 3.6854 2.4128 -1.7345
H 3.4333 2.5771 0.9350
H 0.1916 -6.3252 1.0082
H 2.3312 -5.8520 -0.5727
C -0.3496 -5.7410 0.2546
C 1.6298 -5.2621 -1.1792
N 0.5394 -4.7620 -0.3562
H -1.1884 -5.2248 0.7222
C 0.3458 -3.4556 -0.1878
O -0.5864 -2.9773 0.5086
H 2.1474 -4.3980 -1.6117
H 1.0592 -2.8005 -0.7270
H -0.7135 -6.4312 -0.5140
H 1.2359 -5.8990 -1.9825
F 0.8221 2.8582 0.1721
C -0.2838 2.7532 0.9820
F -1.2368 3.5598 0.4384
C 0.0822 3.2083 2.3728
F -1.0144 3.2137 3.1801
F 1.0345 2.3957 2.9111
F 0.5861 4.4674 2.3549
*
```

Atom charges from the Löwdin analysis, given in e for atoms 1 to 4: number 1, O, carries -0.25; number 2, C, carries -0.52; number 3, C, carries -0.17; number 4, C, carries -0.06


# 2
Computed, not measured: a 11-piece molecular cluster, C67H66F10NOPSi overall in a non-equilibrium geometry, with ωB97M-V/def2-TZVPD.

Properties
- E_LUMO: 0.50 eV
- SMILES string: C#C[Si@](CC)(NCCC)[PH2]=O.Fc1ccccc1.Fc1ccccc1.Fc1ccccc1.Fc1ccccc1.Fc1ccccc1.Fc1ccccc1.Fc1ccccc1.Fc1ccccc1.Fc1ccccc1.Fc1ccccc1
- HOMO: -8.94 eV
- Frontier orbital gap: 0.347 Eh

Geometry as ORCA input:
```
! wB97M-V def2-TZVPD RIJCOSX def2/J DEFGRID3
* xyz 0 1
C 8.3593 -3.8556 -0.7572
C 8.7747 -2.7309 -1.0224
Si 9.0349 -0.8901 -1.5322
C 10.8284 -0.4657 -1.0742
C 11.7167 0.1568 -2.2514
N 7.9462 0.0667 -0.5128
C 6.7588 0.5927 -1.2374
C 5.6063 -0.4805 -1.4906
C 4.7011 -0.0374 -2.7542
P 8.5534 -0.7495 -3.6930
O 9.5860 -1.3762 -4.6179
H 7.7787 -4.7671 -0.5025
H 10.8329 0.2691 -0.2073
H 11.3474 -1.3998 -0.7156
H 11.2494 0.1316 -3.2721
H 12.7051 -0.4036 -2.2765
H 11.9966 1.2108 -1.9325
H 7.6446 -0.4584 0.3124
H 7.0215 1.1640 -2.1842
H 6.2938 1.3782 -0.5542
H 4.9198 -0.5135 -0.5989
H 5.9856 -1.5223 -1.6914
H 4.4140 -0.9121 -3.4044
H 3.7438 0.4157 -2.3123
H 5.2394 0.7377 -3.3878
H 7.2835 -1.4119 -3.8667
H 8.3069 0.6436 -3.9871
F 1.8287 0.9772 -2.5158
C 0.7244 0.4139 -1.9898
C -0.2142 1.2156 -1.3650
C -1.3558 0.6340 -0.8268
C -1.5393 -0.7428 -0.9106
C -0.5854 -1.5373 -1.5369
C 0.5513 -0.9556 -2.0851
H -0.0499 2.2846 -1.3024
H -2.1021 1.2531 -0.3416
H -2.4276 -1.1953 -0.4867
H -0.7271 -2.6102 -1.5982
H 1.3008 -1.5577 -2.5846
F -4.2259 -1.9988 -0.0558
C -5.0779 -0.9650 0.0908
C -5.7111 -0.4435 -1.0235
C -6.5931 0.6196 -0.8696
C -6.8219 1.1541 0.3941
C -6.1747 0.6236 1.5046
C -5.3014 -0.4464 1.3526
H -5.5136 -0.8680 -2.0005
H -7.1010 1.0316 -1.7334
H -7.5051 1.9841 0.5121
H -6.3501 1.0432 2.4885
H -4.7947 -0.8787 2.2075
F -1.4936 1.8160 4.1266
C -1.7585 0.5603 4.5238
C -1.6749 0.2414 5.8677
C -1.9541 -1.0559 6.2784
C -2.3026 -2.0213 5.3397
C -2.3784 -1.6894 3.9914
C -2.1103 -0.3897 3.5814
H -1.3938 1.0046 6.5831
H -1.8994 -1.3152 7.3291
H -2.5158 -3.0350 5.6612
H -2.6462 -2.4435 3.2596
H -2.1728 -0.1107 2.5360
F -7.7966 3.5077 -1.0580
C -8.6467 4.5402 -0.9113
C -9.2806 5.0604 -2.0261
C -10.1621 6.1227 -1.8738
C -10.3909 6.6587 -0.6107
C -9.7439 6.1308 0.5016
C -8.8701 5.0606 0.3513
H -9.0835 4.6347 -3.0025
H -10.6702 6.5329 -2.7382
H -11.0763 7.4908 -0.4942
H -9.9198 6.5519 1.4845
H -8.3636 4.6299 1.2067
F 12.4236 -9.7154 1.7915
C 12.0235 -8.5521 1.2490
C 12.9285 -7.5106 1.1312
C 12.5128 -6.3127 0.5656
C 11.2015 -6.1629 0.1349
C 10.3004 -7.2129 0.2621
C 10.7146 -8.4187 0.8179
H 13.9461 -7.6412 1.4790
H 13.2085 -5.4940 0.4609
H 10.8826 -5.2221 -0.3008
H 9.2754 -7.0941 -0.0705
H 10.0294 -9.2518 0.9177
F -4.4556 -0.2096 7.3385
C -5.1840 -1.1834 7.9086
C -5.4552 -2.3358 7.1917
C -6.2046 -3.3453 7.7836
C -6.6824 -3.1860 9.0802
C -6.4070 -2.0213 9.7877
C -5.6487 -1.0155 9.2013
H -5.0815 -2.4378 6.1802
H -6.4168 -4.2552 7.2345
H -7.2707 -3.9726 9.5393
H -6.7832 -1.8965 10.7965
H -5.4169 -0.1051 9.7406
F 5.0226 -5.7656 -4.7335
C 5.5162 -4.9515 -5.6829
C 6.4989 -4.0364 -5.3482
C 7.0127 -3.1983 -6.3307
C 6.5300 -3.2786 -7.6329
C 5.5390 -4.1991 -7.9549
C 5.0322 -5.0450 -6.9757
H 6.8568 -3.9833 -4.3263
H 7.7891 -2.4823 -6.0815
H 6.9284 -2.6213 -8.3977
H 5.1607 -4.2581 -8.9689
H 4.2662 -5.7742 -7.2102
F -13.1355 5.2513 -2.6075
C -13.7063 4.5955 -1.5812
C -13.0553 4.5455 -0.3607
C -13.6487 3.8719 0.6999
C -14.8797 3.2479 0.5247
C -15.5206 3.3016 -0.7078
C -14.9337 3.9841 -1.7664
H -12.0934 5.0302 -0.2451
H -13.1517 3.8326 1.6623
H -15.3396 2.7189 1.3520
H -16.4777 2.8118 -0.8444
H -15.4226 4.0437 -2.7312
F 13.6805 -5.2182 -1.5193
C 13.7297 -4.5554 -2.6870
C 14.8623 -4.6433 -3.4759
C 14.9026 -3.9582 -4.6844
C 13.8138 -3.1881 -5.0818
C 12.6828 -3.1075 -4.2755
C 12.6390 -3.7987 -3.0744
H 15.7024 -5.2419 -3.1446
H 15.7813 -4.0240 -5.3155
H 13.8473 -2.6506 -6.0229
H 11.8356 -2.5049 -4.5831
H 11.7628 -3.7543 -2.4372
F -9.8820 8.0329 2.9184
C -10.7319 9.0666 3.0674
C -11.3659 9.5900 1.9547
C -12.2465 10.6533 2.1102
C -12.4740 11.1867 3.3742
C -11.8266 10.6546 4.4834
C -10.9541 9.5843 4.3308
H -11.1697 9.1669 0.9775
H -12.7546 11.0664 1.2467
H -13.1581 12.0193 3.4938
H -12.0013 11.0736 5.4675
H -10.4475 9.1513 5.1847
*
```

Atom charges from the Löwdin analysis, given in e for atoms 1 to 4: number 1, C, carries 0.01; number 2, C, carries -0.19; number 3, Si, carries 0.43; number 4, C, carries -0.32


# 3
Computed, not measured: C47H41ClN11NaO8P2 as an isolated structure in a non-equilibrium geometry, with ωB97M-V/def2-TZVPD.

Properties
- E_LUMO: 2.94 eV
- HOMO: 0.09 eV
- Frontier orbital gap: 0.105 Eh

Geometry as ORCA input:
```
! wB97M-V def2-TZVPD RIJCOSX def2/J DEFGRID3
* xyz -2 1
Na -0.5617 1.8900 -1.6955
C -1.2131 -2.7595 0.7758
C -1.0827 -1.3984 0.3873
N -1.1513 -0.9730 -0.8572
C -1.3284 -1.8844 -1.8357
C -1.3977 -3.2908 -1.5868
C -1.3930 -3.7008 -0.2044
C -1.0329 -4.1769 -2.6519
C -0.6522 -3.6895 -3.8578
C -0.8253 -2.3278 -4.1999
C -1.3918 -1.4436 -3.2368
N -1.8478 -0.2059 -3.4244
C -2.5566 0.2195 -4.4648
C -3.1578 -0.6269 -5.4410
C -4.0156 -0.1291 -6.4563
C -4.3501 1.1917 -6.4814
C -3.7629 2.0957 -5.5513
C -4.0690 3.4601 -5.5236
C -3.3612 4.3159 -4.6611
C -2.4536 3.7637 -3.7242
N -2.1777 2.4616 -3.6597
C -2.8163 1.6516 -4.5416
H -1.2995 -3.0156 1.7954
H -0.9134 -0.6588 1.1473
H -1.3337 -4.7427 0.0093
H -1.1577 -5.2393 -2.4114
H -0.2350 -4.4481 -4.5231
H -0.7034 -1.8836 -5.1800
H -2.9469 -1.6821 -5.3233
H -4.3408 -0.8083 -7.2663
H -4.9711 1.6879 -7.2494
H -4.7569 3.8538 -6.2462
H -3.5180 5.3955 -4.6569
H -1.8456 4.4062 -3.0830
C 3.4640 4.8824 -0.4695
C 2.4089 4.4227 -1.4853
O 2.6866 5.2096 -2.6430
P 2.5643 2.6924 -2.0753
O 4.0187 2.4295 -2.6575
O 2.8992 2.0500 -0.6565
O 1.4813 2.1408 -2.9335
P 0.6175 4.8746 -0.9474
O 1.0545 6.1597 -0.0009
O -0.1496 5.4437 -2.1080
O 0.0992 3.7115 -0.1501
H 4.4569 4.5765 -0.8379
H 3.2261 4.5010 0.5430
H 3.5516 5.9779 -0.4891
H 1.8574 5.6472 -2.9658
H 4.0160 2.3919 -3.6465
H 2.2407 1.5675 -0.0134
H 0.1830 6.5695 0.2986
C 3.5381 -0.3111 4.0490
N 2.7762 0.3078 3.0092
C 2.4942 -0.1212 1.7218
N 1.6186 0.7274 1.1539
C 1.4438 1.6878 2.1442
N 2.1392 1.4492 3.2384
C 2.9648 -1.5941 4.6718
C 3.7635 -2.7373 4.6745
C 3.1458 -4.0036 4.7129
C 1.7692 -4.0570 4.8064
C 1.0120 -2.8792 4.9727
C 1.5990 -1.6337 4.9828
C -0.4478 -2.9615 4.9244
N -1.1925 -3.9484 4.5188
N -2.4953 -3.4409 4.3856
C -2.4840 -2.1728 4.7044
O -1.2264 -1.7875 5.0683
C -3.5451 -1.2201 4.5692
C -4.8569 -1.6565 4.4795
C -5.8465 -0.6953 4.3424
C -5.4948 0.5901 3.9994
C -4.1572 0.9919 3.9617
C -3.6333 2.2885 3.3796
N -3.2599 1.9455 1.9965
C -2.3409 2.4306 1.1617
N -2.3641 1.8171 -0.0205
C -3.4137 0.9211 0.1151
N -4.0056 1.0039 1.3093
C -3.1885 0.1095 4.4355
H 3.7575 0.5187 4.7325
H 4.5385 -0.5824 3.6145
H 2.8791 -1.0566 1.2788
H 0.8436 2.5667 1.9194
H 4.8381 -2.6760 4.7347
H 3.7671 -4.9220 4.6979
H 1.2296 -4.9842 4.7091
H 0.9753 -0.7144 4.9933
H -5.0382 -2.6869 4.7035
H -6.9433 -0.9057 4.4923
H -6.2776 1.2544 3.6575
H -2.7163 2.6587 3.9075
H -4.3792 3.1136 3.4279
H -1.6794 3.2564 1.3987
H -3.6792 0.1929 -0.6479
H -2.1775 0.4745 4.5416
Cl 6.1167 -0.1878 -2.0724
C 5.6875 -1.7312 -1.4546
C 6.5330 -2.4848 -0.6298
C 6.1105 -3.7586 -0.1520
C 4.8265 -4.2346 -0.4025
C 3.9953 -3.5788 -1.2713
C 4.4240 -2.3571 -1.8882
C 3.6166 -1.8838 -2.8606
H 7.4871 -2.0273 -0.2593
H 6.8718 -4.3244 0.3973
H 4.4806 -5.1992 -0.0487
H 2.9747 -3.9630 -1.4539
H 3.8197 -0.9095 -3.2792
H 2.7505 -2.4742 -3.1369
*
```

Atom charges from the Löwdin analysis, given in e for atoms 1 to 4: number 1, Na, carries 0.29; number 2, C, carries -0.06; number 3, C, carries -0.16; number 4, N, carries 0.12


# 4
Computed, not measured: C29H47Br12N4O2Si as an isolated structure in a non-equilibrium geometry, with ωB97M-V/def2-TZVPD.

Properties
- E_LUMO: -2.35 eV
- HOMO: -11.21 eV
- Frontier orbital gap: 0.326 Eh

Geometry as ORCA input:
```
! wB97M-V def2-TZVPD RIJCOSX def2/J DEFGRID3
* xyz 1 1
C -3.5235 -0.6817 -4.0708
C -4.5696 0.3474 -3.5692
C -4.5709 0.5151 -2.0478
C -3.4122 1.4554 -1.5272
C -2.3714 0.6172 -0.9046
N -1.1904 0.3534 -1.4319
C -0.4745 -0.4493 -0.6354
N 0.7567 -0.8924 -0.8311
C 1.3936 -0.5126 -2.1015
C 1.7617 -1.7331 -2.9766
C 1.5502 -1.4258 -4.4752
C 1.5297 -1.7249 0.0863
C 3.0321 -1.5024 -0.0001
C 3.5550 -0.2592 0.2656
C 4.9102 -0.0809 0.2259
C 5.7663 -1.1146 -0.0745
C 5.2487 -2.3559 -0.3416
C 6.1086 -3.5664 -0.6516
C 3.8785 -2.5353 -0.2998
N -1.2840 -0.7349 0.4380
C -1.1998 -1.5480 1.6293
C -0.7560 -0.7654 2.8891
O 0.3380 0.1096 2.6456
Si 1.5906 -0.0639 3.7825
C 0.9990 0.4733 5.4948
C 3.0081 1.0937 3.2961
C 2.2968 -1.8229 3.7775
N -2.4355 -0.0434 0.2650
C -3.6241 0.0731 1.0999
C -3.7365 1.5125 1.7183
C -2.4017 2.2270 1.8907
O -3.2212 1.6186 2.9977
H -3.9178 -1.1935 -4.9500
H -3.3237 -1.4288 -3.2959
H -2.5866 -0.1721 -4.3141
H -4.4946 1.3026 -4.0973
H -5.5498 -0.0675 -3.8364
H -4.4184 -0.4841 -1.6182
H -5.5308 0.8662 -1.6647
H -3.8354 2.2031 -0.8575
H -2.9873 1.9211 -2.4170
H 2.2409 0.1597 -1.9489
H 0.6980 0.0504 -2.7202
H 2.7643 -2.1126 -2.7764
H 1.0315 -2.5083 -2.7041
H 2.2052 -2.0418 -5.0963
H 1.7671 -0.3693 -4.6782
H 0.5172 -1.6412 -4.7621
H 1.3677 -2.7792 -0.1786
H 1.2960 -1.5587 1.1353
H 2.9357 0.5975 0.5152
H 5.2807 0.9176 0.4720
H 6.8391 -0.9478 -0.0724
H 5.8735 -3.9895 -1.6302
H 5.8428 -4.3264 0.0942
H 7.1715 -3.3616 -0.5195
H 3.4370 -3.5107 -0.5022
H -2.1485 -2.0195 1.9065
H -0.5194 -2.3930 1.5369
H -1.6143 -0.2196 3.3018
H -0.4554 -1.5188 3.6357
H 0.6955 -0.4168 6.0521
H 0.1716 1.1761 5.3568
H 1.8340 0.9884 5.9730
H 3.2017 1.8182 4.0951
H 3.9400 0.5487 3.1259
H 2.7422 1.6872 2.4138
H 2.1264 -2.3206 4.7397
H 1.8453 -2.4722 3.0157
H 3.3737 -1.8284 3.5892
H -3.5992 -0.5144 2.0182
H -4.5549 -0.0990 0.5613
H -4.5901 2.1163 1.4271
H -2.3698 3.1794 2.4074
H -1.5075 1.6603 1.6519
C 6.7396 4.4544 0.2015
Br 5.8457 2.9469 1.0164
Br 8.0572 3.8828 -1.0786
Br 5.4805 5.6905 -0.5681
H 7.2632 4.9787 0.9889
C 1.9936 2.9003 -5.6198
Br 2.5848 1.3099 -6.5392
Br 0.7650 2.5002 -4.1863
Br 3.4781 3.9597 -5.0064
H 1.4504 3.4971 -6.3392
C -5.1243 -2.6407 4.1571
Br -6.2606 -1.1005 3.9461
Br -4.7780 -3.5066 2.4670
Br -3.4873 -2.1923 5.0692
H -5.6541 -3.3509 4.7772
C -8.1620 3.1139 -0.7661
Br -6.8103 4.1791 -1.6339
Br -9.4948 2.4965 -2.0047
Br -7.3751 1.6509 0.2172
H -8.6594 3.7492 -0.0462
*
```

Atom charges from the Löwdin analysis, given in e for atoms 1 to 4: number 1, C, carries -0.09; number 2, C, carries -0.24; number 3, C, carries -0.20; number 4, C, carries -0.06


Question: Among the records above, which one has the highest frontier orbital gap?
Answer: C67H66F10NOPSi